Entry from OMol25: a structure of composition C28H45BrCaGeN3O5S in a non-equilibrium geometry (ωB97M-V/def2-TZVPD).

## Properties
ΔE to the lowest compared entry with this formula, charge and spin (eV): 0.352
Frontier orbital gap (Ha): 0.2789

ORCA input file:
```
! wB97M-V def2-TZVPD RIJCOSX def2/J DEFGRID3
* xyz 1 1
H -5.75270 2.99108 -1.71440
H -1.57932 -3.11612 1.00846
C 3.89800 2.23379 -0.67138
H -1.80225 2.68755 -2.69503
O 2.03975 0.87078 0.05852
H -2.93612 2.42350 -1.36114
C 1.25174 1.14361 4.10999
H -3.45294 3.29643 -2.80242
O 2.48478 -1.49317 1.22887
Ge 2.96603 -0.75630 -0.52071
C 4.38615 -2.94435 1.61464
C 3.46556 -1.84746 2.17117
C 1.11233 -3.76921 -1.15180
H -5.29706 2.17263 -4.07856
H 2.27253 -3.34726 3.16115
O -6.09524 -0.68466 -1.88136
C -0.19431 3.33951 3.43091
H -6.40746 0.81743 -3.76381
H 4.25605 1.54913 -1.43881
C 1.03119 -2.45567 -1.93723
H 1.99553 -1.70171 3.75580
C 2.11046 -2.44451 -3.02801
C -4.13805 -2.48527 -1.09793
N 0.42185 1.04601 3.07641
H 4.93702 -2.56853 0.75191
H 4.98362 -0.85093 3.37563
N -4.59251 0.74205 -2.74589
H 4.90824 -0.32322 1.68900
Br -1.46925 1.91848 1.32818
H 5.09515 -3.27003 2.37244
O 0.79406 4.60247 5.13819
C 1.42900 2.29548 4.85209
Ca 0.49627 -0.53526 0.85592
C -2.83906 2.47353 -2.44514
C -2.80999 -0.57894 -0.57858
C -0.41614 -2.12563 2.78451
H 2.09800 -3.85431 -0.69508
C -5.69816 1.51401 -3.30686
H -3.22549 1.29033 -4.19772
H 3.79189 -3.80259 1.30277
H 3.66435 0.20221 2.83098
C -4.93475 -0.33299 -2.00844
H 2.11677 2.30820 5.68463
C -3.88859 -1.12344 -1.26938
H -6.87756 1.63928 -1.51437
N -1.99905 -1.28069 0.20324
H 3.47206 -2.57715 4.20982
C 0.69724 3.43723 4.50660
C 1.90679 3.24067 0.42609
H 0.60959 2.15113 -1.75515
H -2.60592 0.47926 -0.62350
H -1.13817 -2.44164 -1.89342
H 1.44020 4.58008 5.85835
H -0.41575 -1.34680 -3.08305
C -3.25606 1.15797 -3.10928
H 4.37892 1.98130 0.27374
H -0.78251 4.19637 3.14238
H -4.99018 -2.92851 -1.58889
S -0.71183 -3.17455 3.83574
H 2.27923 3.06900 1.43489
C 2.75462 -2.40379 3.41164
H 2.05915 1.52919 -2.56515
H 2.29047 4.19322 0.07215
O 1.19361 -1.36107 -1.06631
C -6.42996 2.31834 -2.23584
H 1.89409 3.26940 -2.27609
H -7.21927 2.90364 -2.70032
C 4.31322 -0.62610 2.55036
C -2.24851 -2.57607 0.34775
H 1.80792 0.24905 4.35295
C -0.27641 2.12759 2.77916
H -3.47545 -4.27543 -0.11566
C -3.30552 -3.22231 -0.27614
C -0.33784 -2.32787 -2.61742
H 3.08676 -2.67134 -2.60190
H -2.55148 0.36547 -2.85366
H 0.95289 -4.61822 -1.81109
H 2.15131 -1.45487 -3.48282
H 1.89057 -3.18147 -3.79539
H 0.35965 -3.78078 -0.36243
H 0.82219 3.30104 0.44643
C 1.68808 2.28204 -1.87094
C 2.37574 2.11639 -0.51009
H -0.45471 -3.09092 -3.38126
H 4.17494 3.24528 -0.95361
*
```